Entry P
{"formula": "C6H4O", "method": "the ωB97M-V functional and the def2-TZVPD basis", "homo_ev": -10.585, "multiplicity": 1, "e_lumo_ev": -0.99, "orbital_gap_ev": 9.59, "elements": ["O", "C", "C", "C", "C", "C", "C", "H", "H", "H", "H"], "coordinates": [[0.062, 0.948, 2.587], [-0.164, 1.031, 1.400], [-0.751, 2.272, 0.803], [0.297, -0.932, -0.332], [-0.766, 2.552, -0.475], [0.100, -0.045, 0.462], [0.541, -2.002, -1.295], [1.616, -2.125, -1.456], [-1.145, 3.028, 1.484], [0.069, -1.776, -2.256], [0.141, -2.950, -0.923]], "mulliken_charge": [-0.498, -0.127, -0.227, 1.394, -0.242, -0.282, -1.290, 0.294, 0.368, 0.306, 0.304]}



Entry Q
{"formula": "C6H4O", "method": "the ωB97M-V functional and the def2-TZVPD basis", "homo_ev": -9.335, "multiplicity": 1, "e_lumo_ev": 0.09, "orbital_gap_ev": 9.42, "elements": ["O", "C", "C", "C", "C", "C", "C", "H", "H", "H", "H"], "coordinates": [[-1.237, 1.066, 0.051], [0.813, -0.127, -0.216], [1.716, 2.178, -1.252], [-1.803, -2.194, 0.924], [-1.219, -1.204, 0.564], [1.433, 1.047, -0.754], [-0.494, -0.050, 0.120], [2.437, 1.614, -0.307], [-0.665, 1.801, -0.234], [1.348, -1.063, -0.134], [-2.328, -3.069, 1.238]], "mulliken_charge": [-0.439, -0.242, -0.746, 0.450, -0.514, 0.195, -0.054, 0.271, 0.338, 0.318, 0.422]}



Entry R
{"formula": "C6H4O", "method": "the ωB97M-V functional and the def2-TZVPD basis", "homo_ev": -9.552, "multiplicity": 1, "e_lumo_ev": -0.55, "orbital_gap_ev": 9.01, "smiles": "C#CC#C[C@H]1CO1", "elements": ["O", "C", "C", "C", "C", "C", "C", "H", "H", "H", "H"], "coordinates": [[-0.080, -1.410, -1.562], [-0.949, 1.267, 1.713], [0.424, -0.546, -0.578], [0.249, -0.825, 0.869], [-1.570, 2.299, 1.772], [-0.257, 0.111, 1.473], [1.302, -1.070, -1.609], [1.995, -1.886, -1.443], [0.156, 0.504, -0.722], [1.567, -0.327, -2.363], [-2.147, 3.186, 1.894]], "mulliken_charge": [-0.396, -0.169, 0.423, -0.631, 0.117, -0.190, -0.283, 0.255, 0.252, 0.217, 0.406]}



Entry S
{"formula": "C6H4O", "method": "the ωB97M-V functional and the def2-TZVPD basis", "homo_ev": -10.191, "multiplicity": 1, "e_lumo_ev": -0.23, "orbital_gap_ev": 9.96, "smiles": "C#CC(=O)C#CC", "elements": ["O", "C", "C", "C", "C", "C", "C", "H", "H", "H", "H"], "coordinates": [[0.217, 0.348, 2.646], [-0.230, -0.421, 0.487], [0.154, -1.118, -0.419], [-1.204, 2.941, 0.824], [-0.813, 1.857, 1.174], [-0.265, 0.561, 1.553], [0.785, -1.879, -1.487], [-1.543, 3.905, 0.512], [0.110, -2.592, -1.965], [1.641, -2.423, -1.078], [1.148, -1.180, -2.246]], "mulliken_charge": [-0.463, -0.003, 0.363, 0.242, -0.257, -0.025, -1.086, 0.371, 0.301, 0.278, 0.279]}



What should be chosen as the least stable of them? Choose entry R.



Entry P
{"formula": "C6H4O", "method": "the ωB97M-V functional and the def2-TZVPD basis", "homo_ev": -8.570, "multiplicity": 1, "e_lumo_ev": 1.08, "orbital_gap_ev": 9.65, "smiles": "C#Cc1ccco1", "elements": ["O", "C", "C", "C", "C", "C", "C", "H", "H", "H", "H"], "coordinates": [[1.186, -0.001, 0.437], [-0.520, 1.661, 0.551], [1.358, -1.246, -0.059], [0.228, -1.689, -0.666], [-0.093, 0.368, 0.141], [-0.893, 2.756, 0.888], [-0.724, -0.633, -0.535], [-1.223, 3.725, 1.195], [0.090, -2.648, -1.147], [2.334, -1.683, 0.094], [-1.742, -0.609, -0.900]], "mulliken_charge": [-0.308, -0.425, -0.365, -0.315, 0.151, 0.140, -0.550, 0.422, 0.390, 0.431, 0.429]}



Entry Q
{"formula": "C6H4O", "method": "the ωB97M-V functional and the def2-TZVPD basis", "homo_ev": [-8.809, -8.809], "multiplicity": 1, "e_lumo_ev": [-0.99, -0.99], "orbital_gap_ev": [7.82, 7.82], "elements": ["O", "C", "C", "C", "C", "C", "C", "H", "H", "H", "H"], "coordinates": [[-0.847, -1.698, -1.030], [-0.872, 0.328, 0.211], [0.225, 1.000, -0.380], [-1.258, -1.049, -0.085], [1.230, 0.222, -1.062], [1.740, -0.932, -0.530], [1.316, 0.099, 0.408], [-1.544, 0.910, 0.839], [1.676, 0.519, 1.340], [-1.972, -1.485, 0.643], [0.307, 2.085, -0.354]], "mulliken_charge": [-0.476, -0.492, -0.009, 0.059, 0.089, -0.753, 0.102, 0.363, 0.392, 0.337, 0.389]}



What should be chosen as the least stable of them? Choose entry Q.



Entry P
{"formula": "C6H4O", "method": "the ωB97M-V functional and the def2-TZVPD basis", "homo_ev": -10.215, "multiplicity": 1, "e_lumo_ev": -0.26, "orbital_gap_ev": 9.95, "smiles": "C#CC(=O)C#CC", "elements": ["O", "C", "C", "C", "C", "C", "C", "H", "H", "H", "H"], "coordinates": [[-1.970, 0.814, 1.685], [-2.342, -0.246, -0.358], [-1.496, 0.354, 0.666], [-3.072, -0.842, -1.106], [-0.069, 0.311, 0.412], [1.128, 0.272, 0.256], [2.577, 0.247, 0.094], [2.861, -0.056, -0.918], [3.025, -0.456, 0.805], [-3.728, -1.397, -1.739], [2.993, 1.239, 0.292]], "mulliken_charge": [-0.447, -0.289, -0.264, 0.132, -0.234, 1.106, -1.270, 0.300, 0.295, 0.375, 0.297]}



Entry Q
{"formula": "C6H4O", "method": "the ωB97M-V functional and the def2-TZVPD basis", "homo_ev": -9.435, "multiplicity": 1, "e_lumo_ev": 0.48, "orbital_gap_ev": 9.92, "elements": ["O", "C", "C", "C", "C", "C", "C", "H", "H", "H", "H"], "coordinates": [[0.731, -0.712, -2.018], [-1.168, -0.174, 0.280], [-1.113, 1.108, -0.334], [1.133, -0.765, -0.888], [-0.082, 1.891, -0.448], [0.262, -0.624, 0.341], [-0.081, 0.766, 0.833], [-1.969, -0.567, 0.896], [0.463, -1.382, 1.102], [2.205, -0.933, -0.648], [-0.139, 1.120, 1.854]], "mulliken_charge": [-0.418, -0.302, 0.226, -0.072, -0.736, 0.068, -0.136, 0.301, 0.368, 0.348, 0.352]}



Entry R
{"formula": "C6H4O", "method": "the ωB97M-V functional and the def2-TZVPD basis", "homo_ev": -8.517, "multiplicity": 1, "e_lumo_ev": 1.04, "orbital_gap_ev": 9.55, "smiles": "C#Cc1ccco1", "elements": ["O", "C", "C", "C", "C", "C", "C", "H", "H", "H", "H"], "coordinates": [[1.030, 0.866, 0.148], [0.685, -1.035, 1.312], [-0.372, -0.900, 0.343], [-0.114, 0.287, -0.305], [-1.587, 1.254, -2.249], [-0.918, 0.827, -1.337], [1.476, 0.069, 1.164], [2.335, 0.309, 1.769], [-2.178, 1.658, -3.023], [-1.234, -1.501, 0.158], [0.876, -1.834, 2.019]], "mulliken_charge": [-0.327, -0.374, -0.457, 0.115, 0.113, -0.391, -0.371, 0.430, 0.439, 0.441, 0.382]}



What should be chosen as the least stable of them? Choose entry Q.



Entry P
{"formula": "C2H9N2S", "method": "the ωB97M-V functional and the def2-TZVPD basis", "homo_ev": -13.524, "multiplicity": 1, "e_lumo_ev": -4.91, "orbital_gap_ev": 8.62, "charge": 1, "elements": ["S", "N", "N", "C", "C", "H", "H", "H", "H", "H", "H", "H", "H", "H"], "coordinates": [[-1.477, -1.486, 1.704], [-1.073, 1.098, 1.890], [0.093, -0.113, -1.154], [-0.493, -0.069, 1.685], [1.333, 0.199, -1.980], [-0.714, 0.338, -1.585], [1.481, 1.173, -1.734], [-2.056, 1.089, 2.141], [1.323, -0.032, -3.058], [0.535, -0.242, 1.650], [-0.680, -2.443, 1.099], [-0.003, -1.134, -1.169], [-0.542, 1.985, 2.007], [2.273, -0.363, -1.495]], "mulliken_charge": [-0.114, -0.289, -0.454, 0.188, -0.822, 0.231, 0.344, 0.236, 0.284, 0.397, 0.214, 0.233, 0.290, 0.261]}



Entry Q
{"formula": "C2H9N2S", "method": "the ωB97M-V functional and the def2-TZVPD basis", "homo_ev": -13.931, "multiplicity": 1, "e_lumo_ev": -4.06, "orbital_gap_ev": 9.87, "charge": 1, "elements": ["S", "N", "N", "C", "C", "H", "H", "H", "H", "H", "H", "H", "H", "H"], "coordinates": [[0.094, -1.154, -2.213], [0.099, 0.037, 0.255], [-0.761, -0.057, 2.574], [0.878, 0.541, -2.501], [-0.303, -0.970, -0.430], [-0.580, -1.951, -0.028], [0.915, 0.612, -3.560], [1.763, 0.626, -1.930], [0.753, 0.757, -0.145], [0.220, 1.387, -2.164], [-0.187, -0.132, 3.313], [-0.086, 0.136, 1.374], [-1.540, -0.706, 2.612], [-1.265, 0.874, 2.843]], "mulliken_charge": [0.058, -0.291, -0.850, -0.951, 0.131, 0.322, 0.332, 0.367, 0.173, 0.349, 0.263, 0.455, 0.302, 0.339]}



What should be chosen as the least stable of them? Choose entry P.



Entry P
{"formula": "CH3N3O2", "method": "the ωB97M-V functional and the def2-TZVPD basis", "homo_ev": -9.963, "multiplicity": 1, "e_lumo_ev": 0.35, "orbital_gap_ev": 10.32, "smiles": "N=C=O.NN=O", "elements": ["O", "O", "N", "N", "N", "C", "H", "H", "H"], "coordinates": [[-1.014, -0.124, -2.220], [-0.272, 0.024, 1.879], [-0.153, -0.024, 0.666], [0.934, 0.680, 0.128], [-2.310, -1.144, -0.571], [-1.614, -0.614, -1.383], [1.367, 1.339, 0.667], [-2.385, -1.228, 0.406], [0.825, 0.593, -0.892]], "mulliken_charge": [-0.447, -0.470, 0.282, -0.391, -0.484, 0.681, 0.233, 0.312, 0.284]}



Entry Q
{"formula": "CH3N3O2", "method": "the ωB97M-V functional and the def2-TZVPD basis", "homo_ev": -9.242, "multiplicity": 1, "e_lumo_ev": -0.69, "orbital_gap_ev": 8.55, "smiles": "N/C=N/[N+](=O)[O-]", "elements": ["O", "O", "N", "N", "N", "C", "H", "H", "H"], "coordinates": [[-1.751, -1.251, 0.256], [-2.850, 0.637, -0.115], [1.743, 0.327, -0.003], [-0.892, 0.744, -0.291], [-1.834, -0.089, -0.012], [0.624, -0.205, -0.146], [0.534, -1.178, 0.202], [1.995, 1.203, -0.455], [2.430, -0.189, 0.564]], "mulliken_charge": [-0.664, -0.635, -0.193, -0.509, 1.189, -0.071, 0.332, 0.274, 0.278]}



What should be chosen as the least stable of them? Choose entry Q.